(1)
Entry from the Open Molecules 2025 dataset: a structure of composition C27H18BrF4MnN2P (ωB97M-V with the def2-TZVPD basis set).

Calculated values
highest occupied orbital energy (spin up / spin down): -14.49 / -14.62 eV
total charge: +2
multiplicity: 6
Kohn-Sham gap (spin up / spin down): 8.2 / 8.0 eV
max |F|: 0.4 eV/A
molar mass: 612.3 g/mol
⟨S²⟩: 8.76

Geometry as XYZ:
```
54
Properties=species:S:1:pos:R:3:mulliken_spin:R:1
Mn -0.34 -1.36 -0.54 4.89
F -6.85 1.01 0.81 0.00
C -5.54 0.98 0.73 0.00
C -4.78 2.04 1.18 0.00
F -5.35 3.10 1.69 0.00
C -3.39 1.97 1.07 0.00
F -2.67 3.00 1.50 0.00
C -2.73 0.87 0.53 -0.04
P -0.91 0.90 0.39 0.14
C -0.25 1.06 2.05 0.00
C 1.09 1.42 2.21 -0.01
C 1.65 1.44 3.48 0.00
C 0.89 1.11 4.59 0.00
C -0.44 0.73 4.43 0.00
C -1.01 0.71 3.17 0.00
C -0.45 2.31 -0.62 -0.09
C -0.30 3.59 -0.08 0.00
C 0.04 4.65 -0.90 0.00
C 0.22 4.45 -2.26 0.00
C 0.07 3.18 -2.81 0.01
C -0.26 2.11 -1.99 0.02
C -3.53 -0.19 0.09 -0.04
Br -2.87 -1.82 -0.70 0.05
C -4.91 -0.14 0.18 0.00
F -5.65 -1.15 -0.25 0.00
H 1.69 1.70 1.35 -0.01
H 2.69 1.74 3.60 0.00
H 1.33 1.14 5.57 0.00
H -1.04 0.48 5.29 0.00
H -2.05 0.43 3.06 0.00
H -0.45 3.76 0.98 0.00
H 0.15 5.64 -0.48 0.00
H 0.48 5.28 -2.90 0.00
H 0.21 3.03 -3.87 0.00
H -0.38 1.13 -2.43 -0.02
N 0.83 -2.65 0.75 0.06
C 1.93 -3.19 -0.04 -0.07
C 2.91 -3.97 0.51 0.00
C 3.95 -4.49 -0.28 0.00
C 4.00 -4.22 -1.61 0.00
C 3.01 -3.41 -2.22 0.01
C 3.02 -3.10 -3.60 0.01
C 2.04 -2.31 -4.13 0.00
C 1.04 -1.81 -3.27 0.01
N 1.00 -2.07 -1.98 0.07
C 1.97 -2.88 -1.43 0.00
H 0.29 -3.42 1.14 0.01
H 1.19 -2.12 1.54 0.00
H 2.87 -4.20 1.57 0.00
H 4.71 -5.10 0.19 0.00
H 4.80 -4.62 -2.22 0.00
H 3.81 -3.50 -4.22 0.00
H 2.01 -2.06 -5.18 0.00
H 0.26 -1.18 -3.67 -0.01
```

---

(2)
Entry from the Open Molecules 2025 dataset: a structure of composition C27H18Cl5N6O3S2Tc (ωB97M-V with the def2-TZVPD basis set).

Calculated values
highest occupied orbital energy (spin up / spin down): -10.31 / -10.57 eV
total charge: +1
multiplicity: 4
Kohn-Sham gap (spin up / spin down): 6.3 / 5.5 eV
max |F|: 13.6 eV/A
molar mass: 813.9 g/mol
⟨S²⟩: 3.79

Geometry as XYZ:
```
62
Properties=species:S:1:pos:R:3:mulliken_spin:R:1
Tc 0.49 0.74 -0.30 1.81
C 1.41 2.01 -4.26 0.00
O 0.26 1.45 -4.89 0.00
C -0.89 1.20 -4.23 0.02
C -1.98 0.92 -5.04 -0.01
C -3.23 0.61 -4.52 0.02
C -3.41 0.54 -3.16 -0.02
C -2.33 0.77 -2.30 0.00
C -2.50 0.67 -0.88 0.05
N -1.54 0.64 -0.01 0.02
N -1.94 0.65 1.30 0.03
C -1.02 1.20 2.02 -0.01
O 0.04 1.71 1.42 0.01
C -1.13 1.17 3.48 0.00
C -0.01 1.47 4.25 0.00
C -0.04 1.32 5.62 0.00
C -1.20 0.88 6.24 0.00
C -2.32 0.58 5.48 0.00
C -2.29 0.71 4.10 0.00
C -1.06 1.13 -2.83 0.02
O -0.08 1.44 -2.00 0.07
H 2.17 2.04 -5.04 0.00
H 1.76 1.41 -3.43 0.00
H 1.21 3.03 -3.91 0.00
H -1.83 0.96 -6.11 0.00
H -4.06 0.41 -5.19 0.00
H -4.38 0.31 -2.74 0.00
H -3.50 0.66 -0.47 0.00
H 0.89 1.82 3.75 0.00
H 0.84 1.54 6.21 0.00
H -1.23 0.77 7.32 0.00
H -3.23 0.23 5.96 0.00
H -3.15 0.48 3.49 0.00
Cl 2.38 0.42 1.00 0.13
C 3.27 0.82 2.06 0.27
C 1.53 -0.53 1.56 0.03
C 1.16 -1.40 2.48 0.04
Cl -0.25 -2.34 2.50 0.01
C 2.20 -1.39 3.63 0.17
Cl 1.90 -2.60 4.79 0.03
C 3.33 -0.49 3.95 -0.03
Cl 4.12 -0.80 5.44 0.01
C 3.85 0.77 3.23 0.15
Cl 4.92 1.89 3.93 0.05
N 3.00 -0.06 -0.06 -0.02
C 3.21 -0.54 -1.24 -0.01
N 1.83 -0.64 -1.67 -0.02
C 1.68 -1.65 -2.56 0.00
C 2.84 -2.32 -2.83 0.01
S 4.17 -1.77 -1.91 0.02
C 0.30 -2.04 -2.86 0.00
C -0.21 -2.65 -3.95 0.00
S -1.87 -3.05 -3.68 0.00
C -1.74 -2.38 -2.07 0.00
N -0.58 -1.86 -1.81 0.02
N -2.79 -2.39 -1.21 0.00
H 1.61 1.16 1.43 0.08
H 2.36 1.53 0.53 0.04
H 2.98 -3.15 -3.51 0.00
H 0.27 -2.88 -4.89 0.00
H -3.58 -2.97 -1.41 0.00
H -2.60 -2.16 -0.25 0.00
```

---

(3)
Entry from the Open Molecules 2025 dataset: a structure of composition C27H18ClN3ORh (ωB97M-V with the def2-TZVPD basis set).

Calculated values
highest occupied orbital energy (spin up / spin down): -10.41 / -10.41 eV
energy relative to the best compared isomer or geometry (same formula, charge and spin): 54.5 kJ/mol
total charge: +1
Kohn-Sham gap (spin up / spin down): 6.1 / 6.1 eV
max |F|: 3.3 eV/A
molar mass: 538.8 g/mol

Geometry as XYZ:
```
51
Properties=species:S:1:pos:R:3:lowdin_charge:R:1
Rh -0.14 -0.86 -0.16 1.16
Cl 4.62 0.55 -5.27 0.71
C 3.37 -0.06 -4.27 -0.68
C 2.23 -0.63 -4.84 -0.07
C 1.27 -1.21 -4.04 0.01
C 1.38 -1.18 -2.62 -0.35
O 0.56 -1.86 -1.91 -0.11
C 2.50 -0.45 -2.03 -0.13
C 2.67 -0.27 -0.65 -0.02
N 1.74 -0.49 0.29 -0.07
C 1.97 -0.27 1.61 -0.20
C 3.12 0.31 2.18 0.02
C 3.17 0.61 3.53 -0.05
C 2.10 0.33 4.37 -0.01
C 0.95 -0.31 3.87 -0.14
C -0.19 -0.60 4.64 0.04
C -1.27 -1.21 4.05 -0.02
C -1.22 -1.57 2.71 -0.07
N -0.16 -1.28 1.95 0.02
C 0.90 -0.64 2.49 -0.15
C 3.50 0.03 -2.89 -0.06
H 2.11 -0.65 -5.92 0.11
H 0.41 -1.69 -4.47 0.12
H 3.64 0.10 -0.33 0.13
H 3.96 0.57 1.56 0.11
H 4.05 1.09 3.93 0.12
H 2.15 0.61 5.41 0.12
H -0.21 -0.33 5.69 0.13
H -2.17 -1.43 4.62 0.12
H -2.03 -2.12 2.24 0.11
H 4.38 0.48 -2.47 0.12
C -4.07 -2.39 -0.75 -0.04
C -4.83 -1.25 -0.92 -0.03
C -4.20 -0.01 -0.88 0.02
C -2.83 0.06 -0.66 -0.19
N -2.10 -1.07 -0.51 -0.06
C -2.70 -2.26 -0.55 -0.11
C -2.03 1.28 -0.60 -0.18
C -2.56 2.57 -0.73 -0.02
C -1.72 3.67 -0.67 -0.07
C -0.36 3.51 -0.50 -0.06
C 0.18 2.24 -0.37 -0.08
C -0.65 1.13 -0.40 -0.10
H -4.52 -3.37 -0.77 0.11
H -5.89 -1.31 -1.08 0.12
H -4.77 0.89 -1.01 0.11
H -2.07 -3.13 -0.42 0.13
H -3.61 2.70 -0.90 0.11
H -2.15 4.66 -0.78 0.11
H 0.28 4.38 -0.47 0.11
H 1.25 2.14 -0.26 0.10
```

---

(4)
Entry from the Open Molecules 2025 dataset: a structure of composition C27H19FN6O4Se2Sn (ωB97M-V with the def2-TZVPD basis set).

Calculated values
highest occupied orbital energy: -13.99 eV
energy relative to the best compared isomer or geometry (same formula, charge and spin): 0.0 kJ/mol
total charge: +2
Kohn-Sham gap: 6.6 eV
max |F|: 1.3 eV/A
molar mass: 787.1 g/mol

Geometry as XYZ:
```
60
Properties=species:S:1:pos:R:3:lowdin_charge:R:1
Sn 3.00 0.93 0.34 1.41
C -4.18 -0.33 2.22 -0.01
C -4.16 -0.01 0.74 -0.28
C -5.19 1.03 0.31 -0.12
C -4.92 2.36 0.99 -0.11
C -3.48 2.78 0.81 -0.11
C -3.11 4.10 0.94 0.10
C -1.79 4.50 0.74 -0.24
F -1.50 5.79 0.88 0.12
C -0.81 3.61 0.40 0.09
C -1.16 2.27 0.26 -0.06
C -0.13 1.30 -0.07 -0.27
O 1.08 1.70 -0.23 -0.23
C -0.55 -0.04 -0.24 -0.04
C -1.89 -0.38 -0.02 0.06
N -2.80 0.49 0.35 0.06
C -2.48 1.85 0.48 -0.06
C 0.27 -1.09 -0.82 -0.48
O -0.12 -2.02 -1.47 0.08
O 1.65 -1.00 -0.62 -0.41
H -5.19 -0.62 2.52 0.10
H -3.88 0.53 2.83 0.08
H -3.50 -1.15 2.45 0.08
H -4.31 -0.92 0.16 0.15
H -6.18 0.66 0.56 0.13
H -5.15 1.15 -0.77 0.13
H -5.15 2.30 2.06 0.13
H -5.57 3.14 0.58 0.13
H -3.85 4.85 1.19 0.15
H 0.20 3.94 0.25 0.14
H -2.21 -1.40 -0.14 0.17
Se 2.38 -2.24 -1.86 1.22
Se 4.52 -1.38 -1.87 0.89
C 4.90 -1.90 -0.05 -0.65
C 5.68 -3.00 0.23 -0.06
C 5.99 -3.24 1.57 0.00
C 5.50 -2.37 2.53 0.01
C 4.71 -1.30 2.14 -0.10
N 4.42 -1.05 0.86 -0.11
C 1.89 -1.38 -3.53 -0.54
C 1.36 -2.17 -4.54 -0.04
C 1.05 -1.49 -5.71 -0.01
C 1.24 -0.13 -5.78 0.00
C 1.76 0.55 -4.67 -0.07
N 2.09 -0.08 -3.54 0.06
H 6.03 -3.65 -0.56 0.12
H 6.60 -4.09 1.84 0.13
H 5.73 -2.52 3.57 0.13
H 4.30 -0.61 2.87 0.12
H 1.20 -3.23 -4.42 0.13
H 0.64 -2.03 -6.56 0.13
H 1.00 0.43 -6.68 0.13
H 1.92 1.62 -4.69 0.13
O 1.90 0.36 1.98 -0.40
N 1.57 -0.87 2.37 0.03
C 0.46 -0.87 3.02 -0.28
C -0.32 0.33 3.22 -0.13
N -0.93 1.29 3.36 0.24
C -0.05 -2.14 3.46 -0.15
N -0.48 -3.16 3.77 0.20
```

---

(5)
Entry from the Open Molecules 2025 dataset: a structure of composition C27H20Cl3N2PPtS4Sb (ωB97M-V with the def2-TZVPD basis set).

Calculated values
highest occupied orbital energy (spin up / spin down): -6.87 / -6.84 eV
energy relative to the best compared isomer or geometry (same formula, charge and spin): 146.3 kJ/mol
multiplicity: 2
Kohn-Sham gap (spin up / spin down): 5.7 / 5.5 eV
max |F|: 0.2 eV/A
molar mass: 954.9 g/mol
⟨S²⟩: 0.77

Geometry as XYZ:
```
59
Properties=species:S:1:pos:R:3:mulliken_spin:R:1
Pt 0.94 0.42 0.66 0.02
S -2.67 1.25 4.24 0.00
Sb -0.47 1.41 3.81 0.00
S 0.11 -0.71 2.49 -0.01
S -0.37 2.17 1.39 0.00
Cl 1.47 1.92 -1.77 0.00
C -0.21 2.25 -2.16 0.00
C -0.47 3.41 -2.88 0.00
C -1.78 3.71 -3.20 0.00
C -2.81 2.87 -2.80 0.00
C -2.53 1.72 -2.08 0.00
C -1.21 1.39 -1.75 0.00
P -0.85 -0.10 -0.76 -0.03
C -0.32 -1.34 -1.97 0.00
C -0.14 -2.65 -1.51 0.00
C 0.34 -3.63 -2.36 0.00
C 0.64 -3.32 -3.69 0.00
C 0.45 -2.03 -4.15 0.00
C -0.03 -1.04 -3.30 0.00
C -2.46 -0.70 -0.18 -0.01
C -3.19 -1.59 -0.97 0.00
C -4.44 -2.01 -0.56 0.00
C -4.97 -1.54 0.65 0.00
C -4.24 -0.66 1.43 0.00
C -2.99 -0.23 1.02 0.00
H 0.34 4.06 -3.17 0.00
H -2.00 4.62 -3.75 0.00
H -3.84 3.12 -3.03 0.00
H -3.33 1.08 -1.75 0.00
H -0.37 -2.89 -0.48 0.00
H 0.48 -4.64 -2.00 0.00
H 1.01 -4.08 -4.35 0.00
H 0.67 -1.78 -5.18 0.00
H -0.18 -0.04 -3.67 0.00
H -2.79 -1.95 -1.91 0.00
H -5.01 -2.69 -1.17 0.00
H -5.94 -1.88 0.97 0.00
H -4.62 -0.29 2.37 0.00
H -2.44 0.46 1.64 0.00
S 3.77 -2.65 -1.38 0.00
C 3.09 -3.34 0.03 0.00
C 2.27 -2.44 0.63 0.00
N 2.18 -1.24 -0.02 0.00
C 2.92 -1.22 -1.10 0.00
H 3.33 -4.33 0.36 0.00
H 1.71 -2.58 1.55 0.00
H 2.98 -0.37 -1.76 0.00
Cl 2.54 4.13 1.85 0.01
C 2.84 2.95 3.08 0.05
C 3.05 3.37 4.38 -0.01
C 3.37 2.44 5.36 0.03
C 3.52 1.10 5.02 -0.01
C 3.28 0.70 3.72 0.03
Cl 3.60 -0.96 3.29 0.01
C 2.87 1.59 2.72 -0.01
N 2.61 1.22 1.43 0.93
H 2.98 4.42 4.61 0.00
H 3.53 2.76 6.38 0.00
H 3.82 0.37 5.75 0.00
```

---

(6)
Entry from the Open Molecules 2025 dataset: a structure of composition C27H20F3O2P2S2W (ωB97M-V with the def2-TZVPD basis set).

Calculated values
highest occupied orbital energy (spin up / spin down): -10.63 / -12.02 eV
energy relative to the best compared isomer or geometry (same formula, charge and spin): 0.0 kJ/mol
total charge: +1
multiplicity: 3
Kohn-Sham gap (spin up / spin down): 7.0 / 8.4 eV
max |F|: 0.9 eV/A
molar mass: 743.4 g/mol
⟨S²⟩: 2.01

Geometry as XYZ:
```
57
Properties=species:S:1:pos:R:3:mulliken_spin:R:1
W -0.70 -2.63 0.01 1.95
S 1.62 -2.59 -0.61 0.01
P 0.95 -0.68 -1.03 -0.01
C -0.56 -0.62 -0.19 -0.02
P -0.89 -0.21 1.46 0.01
S -0.95 -2.12 2.31 -0.01
C 0.34 0.78 2.30 0.02
C 1.53 0.19 2.71 0.00
C 2.54 0.97 3.25 0.00
C 2.35 2.34 3.38 0.00
C 1.16 2.93 2.98 0.00
C 0.15 2.16 2.43 0.00
C -2.49 0.58 1.64 0.02
C -3.30 0.75 0.52 0.00
C -4.56 1.31 0.68 0.00
C -5.00 1.69 1.94 0.00
C -4.18 1.51 3.06 0.00
C -2.93 0.95 2.91 0.00
C 2.19 0.53 -0.58 0.00
C 3.53 0.17 -0.47 0.01
C 4.48 1.15 -0.19 0.00
C 4.08 2.47 -0.02 0.00
C 2.74 2.83 -0.13 0.00
C 1.79 1.86 -0.41 0.00
C 0.67 -0.52 -2.80 -0.01
C 1.40 0.40 -3.55 0.00
C 1.17 0.51 -4.92 0.00
C 0.23 -0.29 -5.53 0.00
C -0.50 -1.21 -4.79 0.00
C -0.28 -1.33 -3.43 0.03
H 1.67 -0.88 2.61 0.00
H 3.47 0.52 3.57 0.00
H 3.13 2.95 3.81 0.00
H 1.02 4.00 3.10 0.00
H -0.77 2.62 2.11 0.00
H -2.95 0.45 -0.46 -0.01
H -5.20 1.45 -0.18 0.00
H -5.98 2.12 2.07 0.00
H -4.53 1.80 4.04 0.00
H -2.29 0.80 3.77 0.00
H 3.83 -0.86 -0.59 0.00
H 5.52 0.88 -0.10 0.00
H 4.83 3.23 0.19 0.00
H 2.44 3.86 0.00 0.00
H 0.75 2.13 -0.51 0.00
H 2.15 1.02 -3.09 0.00
H 1.74 1.23 -5.50 0.00
H 0.05 -0.20 -6.60 0.00
H -1.24 -1.83 -5.27 0.00
H -0.87 -2.05 -2.87 -0.01
F -0.73 -5.90 -1.42 0.00
C -1.46 -5.72 -0.32 0.01
F -1.79 -6.88 0.20 0.00
F -0.64 -5.07 0.58 0.00
C -2.67 -4.80 -0.61 0.01
O -3.76 -5.23 -0.78 0.00
O -2.30 -3.52 -0.70 -0.01
```

---

(7)
Entry from the Open Molecules 2025 dataset: a structure of composition C27H20NNdO4S4 (ωB97M-V with the def2-TZVPD basis set).

Calculated values
highest occupied orbital energy (spin up / spin down): -7.27 / -7.28 eV
multiplicity: 4
Kohn-Sham gap (spin up / spin down): 7.1 / 7.1 eV
max |F|: 2.2 eV/A
molar mass: 695.0 g/mol
⟨S²⟩: 3.75

Geometry as XYZ:
```
57
Properties=species:S:1:pos:R:3:mulliken_spin:R:1
Nd -1.12 -1.33 -1.45 3.03
S -0.06 -3.88 -1.79 -0.02
C 1.39 -3.60 -0.82 0.00
C 1.78 -4.58 0.10 0.00
C 2.91 -4.44 0.88 0.00
C 3.72 -3.31 0.74 0.00
C 3.37 -2.35 -0.18 0.00
C 2.21 -2.47 -0.94 0.00
S 1.81 -1.23 -2.17 -0.01
C 2.16 0.38 -1.38 0.00
C 1.07 1.07 -0.59 0.00
C 1.41 1.74 0.57 0.00
C 0.45 2.50 1.23 0.00
C -0.81 2.58 0.68 0.00
C -1.08 1.90 -0.51 0.00
C -2.41 2.16 -1.19 0.00
S -3.30 0.75 -1.96 0.00
C -3.21 1.18 -3.69 0.00
C -4.14 2.11 -4.14 0.00
C -4.16 2.51 -5.46 0.00
C -3.25 1.95 -6.34 0.00
C -2.34 1.01 -5.91 0.00
C -2.28 0.59 -4.57 0.00
S -1.08 -0.60 -4.13 -0.01
N -0.16 1.14 -1.11 0.00
H 1.15 -5.46 0.20 0.00
H 3.17 -5.21 1.60 0.00
H 4.61 -3.20 1.34 0.00
H 4.02 -1.49 -0.33 0.00
H 2.40 1.01 -2.24 0.00
H 3.06 0.29 -0.77 0.00
H 2.42 1.66 0.97 0.00
H 0.68 3.01 2.15 0.00
H -1.58 3.17 1.15 0.00
H -2.24 2.86 -2.00 0.00
H -3.10 2.60 -0.47 0.00
H -4.85 2.52 -3.43 0.00
H -4.88 3.24 -5.80 0.00
H -3.26 2.24 -7.39 0.00
H -1.63 0.57 -6.60 0.00
O -2.02 -0.73 0.79 0.00
C -0.83 -0.89 1.18 0.00
O 0.05 -1.34 0.38 0.01
C -0.40 -0.53 2.55 -0.01
C -1.26 0.13 3.42 0.00
C -0.83 0.55 4.68 0.00
C 0.47 0.26 5.02 0.00
O 1.13 0.56 6.18 0.00
C 2.45 0.04 6.04 0.00
O 2.55 -0.57 4.76 0.00
C 1.32 -0.42 4.16 0.00
C 0.92 -0.83 2.92 0.00
H -2.27 0.33 3.10 0.00
H -1.49 1.06 5.37 0.00
H 2.64 -0.70 6.82 0.00
H 3.17 0.86 6.11 0.00
H 1.58 -1.36 2.24 0.00
```

---

(8)
Entry from the Open Molecules 2025 dataset: a structure of composition C27H21Cl3HgN8O3PS2 (ωB97M-V with the def2-TZVPD basis set).

Calculated values
highest occupied orbital energy (spin up / spin down): -3.11 / -3.11 eV
energy relative to the best compared isomer or geometry (same formula, charge and spin): 52.8 kJ/mol
total charge: -2
multiplicity: 2
Kohn-Sham gap (spin up / spin down): 7.2 / 6.7 eV
max |F|: 0.2 eV/A
molar mass: 907.6 g/mol
⟨S²⟩: 0.76

Geometry as XYZ:
```
66
Properties=species:S:1:pos:R:3:mulliken_spin:R:1
Hg -2.35 -0.94 -1.34 0.00
N 0.71 -3.22 2.44 0.00
C -0.11 -2.79 1.46 0.00
N 0.52 -1.93 0.71 0.00
C 1.75 -1.86 1.27 0.00
N 1.92 -2.63 2.33 0.00
C 2.83 -0.98 0.79 0.00
C 3.72 -0.41 1.69 0.00
N 4.69 0.42 1.31 0.00
C 4.74 0.70 0.01 0.00
C 3.85 0.12 -0.90 0.00
N 2.92 -0.74 -0.52 0.00
H 0.52 -3.87 3.18 0.00
H -1.14 -3.10 1.36 0.00
H 3.63 -0.63 2.75 0.00
H 5.46 1.42 -0.34 0.00
H 3.92 0.39 -1.94 0.00
S -3.50 -1.93 0.78 0.00
C -4.11 -0.43 1.44 0.00
C -4.50 -0.42 2.78 0.00
C -4.98 0.72 3.41 0.00
C -5.35 0.66 4.79 0.00
N -5.67 0.59 5.90 0.00
C -5.07 1.91 2.68 0.00
C -4.69 1.92 1.34 0.00
C -4.22 0.77 0.69 0.00
S -3.80 0.96 -0.99 0.00
C -5.54 3.13 3.29 0.00
N -5.91 4.11 3.76 0.00
H -4.42 -1.34 3.35 0.00
H -4.74 2.84 0.79 0.00
C -1.67 4.02 2.37 0.00
O -1.73 3.08 1.31 0.00
P -0.96 1.65 1.40 0.00
O -1.38 1.29 2.94 0.00
C -1.08 -0.03 3.38 0.00
O 0.58 2.10 1.73 0.00
C 1.42 2.37 0.60 0.00
H -2.02 4.97 1.97 0.00
H -0.65 4.14 2.74 0.00
H -2.31 3.71 3.19 0.00
H -1.53 -0.15 4.37 0.00
H 0.00 -0.18 3.46 0.00
H -1.51 -0.77 2.70 0.00
H 1.30 3.41 0.28 0.00
H 1.19 1.72 -0.24 0.00
H 2.45 2.22 0.91 0.00
Cl 1.91 3.84 -4.90 0.07
C 2.12 2.29 -4.22 0.61
Cl 3.15 1.19 -5.01 0.07
Cl 4.22 3.15 -2.33 0.08
C 1.18 1.82 -3.31 -0.07
N 0.37 1.41 -2.60 0.23
C -0.99 -1.95 -2.48 0.00
C -0.15 -2.46 -3.19 0.00
C 0.98 -2.88 -3.97 0.00
C 2.26 -2.49 -3.58 0.00
C 3.36 -2.85 -4.34 0.00
C 3.21 -3.61 -5.49 0.00
C 1.94 -4.01 -5.88 0.00
C 0.83 -3.65 -5.13 0.00
H 2.36 -1.88 -2.68 0.00
H 4.35 -2.52 -4.03 0.00
H 4.07 -3.89 -6.08 0.00
H 1.81 -4.59 -6.78 0.00
H -0.17 -3.94 -5.44 0.00
```